Record 1
Formula: C28H40AuN2O2P2
Source: the Open Molecules 2025 dataset
Level of theory: ωB97M-V/def2-TZVPD

Results
- charge = +1
- relative energy (zero: lowest compared OMol25 entry of this formula, charge and spin) (eV) = 0.912
- highest occupied orbital energy (eV) = -9.96
- F_max (eV Å⁻¹) = 3.24

Last column: Löwdin charge in e.
Cartesian coordinates (Å):
Au: 0.05756 0.53168 -0.16453  1.0547
C: -2.39355 -1.33501 -4.16329  -0.0932
C: -1.69884 -0.16314 -3.47963  -0.5090
C: -2.70058 0.67391 -2.68696  -0.1187
P: -0.36291 -0.63859 -2.27696  1.0676
C: 1.20087 -1.16766 -3.14882  -0.5038
C: 1.12279 -1.98032 -4.43687  -0.0811
C: 2.10418 -1.81600 -2.09973  -0.1055
C: -0.98284 -2.13883 -1.41596  -0.2934
C: -1.05001 -3.35724 -2.07234  -0.1111
C: -1.43060 -4.51847 -1.41827  -0.0710
C: -1.68685 -4.48434 -0.05181  -0.0607
C: -1.63429 -3.29349 0.62918  -0.0247
C: -1.33197 -2.08111 -0.03549  -0.3013
N: -1.24316 -0.91489 0.63272  -0.0978
C: -1.78809 -0.63863 1.84146  -0.3143
C: -3.02140 -1.19416 2.24909  -0.0269
C: -3.55799 -0.89942 3.47914  -0.0611
C: -2.89539 -0.03155 4.33933  -0.0697
C: -1.71693 0.57225 3.93079  -0.1095
C: -1.14546 0.29171 2.69945  -0.3297
P: 0.45725 1.06949 2.20440  1.0753
C: 0.11200 2.83618 2.70289  -0.4998
C: -1.22468 3.22941 2.07253  -0.1110
C: 1.15959 3.85974 2.27823  -0.1093
C: 1.50262 0.24642 3.52466  -0.4951
C: 2.92578 0.76186 3.62747  -0.1064
C: 1.48102 -1.26051 3.27536  -0.0986
H: -3.13688 -0.94370 -4.85570  0.0924
H: -2.90898 -1.96029 -3.43642  0.0810
H: -1.70202 -1.95001 -4.73201  0.0622
H: -1.18932 0.47239 -4.21353  0.1100
H: -3.15352 0.07795 -1.89335  0.0790
H: -3.49474 1.02842 -3.34045  0.0880
H: -2.20697 1.53613 -2.24047  0.0598
H: 1.62547 -0.19736 -3.42953  0.0865
H: 0.81572 -3.00872 -4.26876  0.0708
H: 2.11885 -2.00520 -4.87768  0.0917
H: 0.45718 -1.50686 -5.15443  0.0744
H: 1.74686 -2.80882 -1.82830  0.0807
H: 2.13866 -1.20559 -1.19272  0.0492
H: 3.11849 -1.91009 -2.48342  0.0885
H: -0.81582 -3.40183 -3.12245  0.0847
H: -1.50231 -5.44463 -1.96461  0.1064
H: -1.91106 -5.39565 0.47940  0.1133
H: -1.77523 -3.27402 1.69960  0.1107
H: -3.56259 -1.81773 1.55166  0.1178
H: -4.49589 -1.34405 3.77265  0.1128
H: -3.30597 0.18670 5.31188  0.1067
H: -1.22914 1.26974 4.59634  0.1045
H: 0.04558 2.83922 3.79777  0.1148
H: -1.20823 3.00023 1.00470  0.0633
H: -1.38242 4.29967 2.18481  0.0902
H: -2.06981 2.71307 2.52021  0.0699
H: 1.07401 4.06183 1.21305  0.0749
H: 2.17387 3.53313 2.47837  0.0564
H: 0.98000 4.78897 2.81625  0.0916
H: 0.97524 0.46474 4.46407  0.1176
H: 3.47274 0.57135 2.70994  0.0677
H: 3.42903 0.25154 4.44782  0.0893
H: 2.93911 1.82830 3.82824  0.0706
H: 1.89239 -1.49722 2.29471  0.0793
H: 0.46831 -1.66052 3.33113  0.0714
H: 2.09345 -1.75873 4.02530  0.0895
O: 0.67986 1.74309 -3.06129  -0.0046
C: 1.49410 2.14782 -2.25445  -0.5025
C: 2.77028 2.92862 -2.51956  -0.0523
C: 3.53916 2.81561 -1.20225  -0.0485
C: 2.54267 2.17103 -0.25080  -0.4998
O: 2.70454 1.90212 0.92191  -0.0203
N: 1.40676 1.88978 -0.93082  -0.0125
H: 2.50937 3.95996 -2.76305  0.1337
H: 3.29684 2.51055 -3.37635  0.1294
H: 3.87201 3.77223 -0.80012  0.1316
H: 4.41223 2.16755 -1.29332  0.1332

Record 2
Formula: C4H2ClNOS
Source: the Open Molecules 2025 dataset
Level of theory: ωB97M-V/def2-TZVPD

Results
- charge = 0
- relative energy (zero: lowest compared OMol25 entry of this formula, charge and spin) (eV) = 3.370
- SMILES = S=c1cnoc(Cl)c1
- highest occupied orbital energy (eV) = -9.10
- F_max (eV Å⁻¹) = 5.57

Last column: Löwdin charge in e.
Cartesian coordinates (Å):
S: 2.57255 -1.08179 -0.18501  0.6970
C: 1.08084 -0.34895 -0.02428  -0.7756
C: 0.98979 1.01522 -0.10472  -0.1859
N: -0.10438 1.77789 -0.04586  0.1577
O: -1.38083 1.09818 -0.16739  -0.0685
C: -1.41501 -0.22796 0.12288  -0.7499
Cl: -2.84597 -1.04334 -0.20372  0.8152
C: -0.25242 -0.88234 0.19449  -0.1259
H: 1.83496 1.61919 -0.20008  0.0973
H: -0.47953 -1.92610 0.61369  0.1385

Record 3
Formula: C4H6FN3
Source: the Open Molecules 2025 dataset
Level of theory: ωB97M-V/def2-TZVPD

Results
- charge = 0
- relative energy (zero: lowest compared OMol25 entry of this formula, charge and spin) (eV) = 1.596
- highest occupied orbital energy (eV) = -8.65
- F_max (eV Å⁻¹) = 2.42

Last column: Löwdin charge in e.
Cartesian coordinates (Å):
C: 2.18443 -0.78457 -0.46346  -0.1436
C: 0.77797 -0.84055 -0.20696  -0.1651
C: -1.94640 1.09878 -0.09276  -0.0324
C: -1.25605 -0.03865 0.65507  -0.4479
N: 2.99780 0.10373 -0.06414  -0.0998
N: 3.77572 0.85275 0.25602  0.2437
N: 0.13661 0.03134 0.45962  0.0745
F: -1.82550 -1.24828 0.24089  -0.0382
H: 2.61658 -1.57938 -1.05270  0.1137
H: 0.29580 -1.72543 -0.63461  0.1220
H: -2.96061 1.24694 0.26700  0.0737
H: -1.36623 2.00368 0.05291  0.0752
H: -1.97235 0.85606 -1.15211  0.0806
H: -1.45775 0.02359 1.73523  0.1437

Record 4
Formula: C12H30Cl6N6O12
Source: the Open Molecules 2025 dataset
Level of theory: ωB97M-V/def2-TZVPD

Results
- charge = -1
- multiplicity = 2
- highest occupied orbital energy (alpha / beta) (eV) = -0.68 / -4.56
- F_max (eV Å⁻¹) = 3.52

Last column: Löwdin spin population.
Cartesian coordinates (Å):
Cl: 0.56577 -1.71088 0.90712  0.0028
C: -0.53371 -0.63854 -0.06248  0.0051
C: 0.24946 0.05096 -1.12795  0.0024
Cl: 0.67859 1.70122 -0.68044  0.0018
H: -1.03970 0.15323 0.48993  0.0003
H: -1.26769 -1.26131 -0.57387  0.0045
H: -0.35559 0.20832 -2.02084  0.0028
H: 1.17783 -0.46232 -1.37853  0.0001
Cl: -0.49845 -2.18329 6.36352  0.0000
C: 0.46729 -2.05275 4.89028  0.0000
C: 0.14470 -0.67267 4.21722  0.0002
Cl: 0.52097 0.64448 5.17995  0.0002
H: 0.24365 -2.77482 4.10497  0.0000
H: 1.47387 -2.13405 5.30050  0.0000
H: -0.91203 -0.54595 3.98192  0.0002
H: 0.79292 -0.51449 3.35531  0.0001
Cl: 3.47552 -5.16443 -0.17652  0.0000
C: 4.05174 -4.39987 1.25579  0.0000
C: 3.01570 -4.34562 2.43322  0.0001
Cl: 3.61613 -4.31676 4.03073  0.0000
H: 4.41833 -3.41351 0.97154  0.0000
H: 4.95119 -4.85536 1.67004  0.0000
H: 2.33009 -5.19232 2.39896  0.0000
H: 2.27909 -3.54414 2.37738  0.0001
C: 2.69256 -2.50937 -2.77165  0.0000
N: 1.37081 -3.21738 -3.08143  0.0001
O: 0.48808 -2.41136 -3.35730  0.0011
O: 1.38156 -4.44172 -3.33532  0.0001
H: 3.53128 -3.03995 -3.22235  0.0000
H: 2.80024 -2.56759 -1.68855  0.0000
H: 2.68060 -1.51253 -3.21238  0.0000
C: -5.16858 1.29724 -0.84338  0.0412
N: -3.88831 1.57411 -1.40156  0.3755
O: -2.88435 1.11754 -0.80718  0.1788
O: -3.89466 2.10268 -2.52456  0.2510
H: -5.71004 2.24318 -0.83275  0.0102
H: -4.97054 0.85659 0.13371  0.0019
H: -5.68626 0.58309 -1.48377  0.0264
C: 4.19912 4.72685 0.59164  0.0001
N: 3.07848 4.66165 -0.31890  0.0006
O: 3.21801 5.00532 -1.51581  0.0004
O: 2.06425 4.20573 0.12687  0.0004
H: 3.88624 4.62651 1.63094  0.0000
H: 4.77984 5.64197 0.47577  0.0000
H: 4.95337 3.98113 0.34041  0.0000
C: -1.36139 3.08094 2.48132  0.0019
N: -2.55887 2.22247 2.52580  0.0298
O: -3.37128 2.28437 1.61794  -0.0067
O: -2.65767 1.59288 3.58922  0.0314
H: -0.97068 3.45161 3.42896  0.0004
H: -1.55208 4.02118 1.96395  0.0008
H: -0.61392 2.54380 1.89746  0.0007
C: -2.70785 -3.27933 -2.77682  0.0051
N: -2.96062 -4.54717 -3.39855  0.0005
O: -2.05002 -5.19406 -3.89431  0.0003
O: -4.09978 -4.91074 -3.30668  0.0011
H: -2.30953 -3.50065 -1.78663  0.0007
H: -3.67026 -2.85048 -2.49759  0.0036
H: -2.29939 -2.57613 -3.50260  0.0022
C: -0.18933 4.75571 -2.58752  0.0009
N: -1.56027 4.39790 -2.20529  0.0101
O: -2.36431 4.65800 -3.07317  0.0071
O: -1.75530 3.79703 -1.16483  0.0008
H: 0.41879 4.07561 -1.99107  0.0001
H: -0.06552 5.83164 -2.46456  0.0004
H: -0.06811 4.64662 -3.66525  0.0002

Record 5
Formula: C4H11NP
Source: the Open Molecules 2025 dataset
Level of theory: ωB97M-V/def2-TZVPD

Results
- charge = +1
- relative energy (zero: lowest compared OMol25 entry of this formula, charge and spin) (eV) = 4.041
- highest occupied orbital energy (eV) = -12.87
- F_max (eV Å⁻¹) = 3.81

Last column: Löwdin charge in e.
Cartesian coordinates (Å):
C: -1.46837 1.00525 -0.24036  -0.1576
C: -0.75003 0.33569 0.91564  -0.1214
C: -0.51471 0.45752 -1.27924  -0.1460
C: 0.20424 -0.22769 -0.17277  -0.3646
N: 0.21165 -1.71175 -0.08041  0.1284
P: 2.88996 0.16740 0.11639  0.7945
H: -2.43059 0.59536 -0.32131  0.1032
H: -1.52300 2.03851 -0.11584  0.1052
H: -0.22824 0.94514 1.60208  0.0923
H: -1.41105 -0.46123 1.41074  0.1438
H: -0.95100 -0.30277 -2.11255  0.1739
H: 0.06602 1.11424 -1.85545  0.0885
H: 0.52090 -2.00850 0.88575  0.1748
H: 0.98459 -2.06931 -0.69622  0.1573
H: -0.69366 -2.29496 -0.13075  0.2062
H: 2.61461 0.97259 1.16155  -0.2226
H: 3.19586 1.02255 -0.99875  -0.1559

Record 6
Formula: C3H6Cl2O
Source: the Open Molecules 2025 dataset
Level of theory: ωB97M-V/def2-TZVPD

Results
- charge = 0
- relative energy (zero: lowest compared OMol25 entry of this formula, charge and spin) (eV) = 2.435
- SMILES = COCC(Cl)Cl
- highest occupied orbital energy (eV) = -9.84
- F_max (eV Å⁻¹) = 7.20

Last column: Löwdin charge in e.
Cartesian coordinates (Å):
C: 0.16874 -1.06647 -1.47749  -0.0633
O: 0.63178 0.17386 -0.79645  -0.2376
C: 0.81087 0.55173 0.53990  -0.2776
C: -0.61241 0.80035 1.09818  -1.0670
Cl: -1.53518 -0.63173 1.33963  0.6341
Cl: -1.67214 2.07920 0.30621  0.5174
H: 0.60391 -2.06107 -0.99099  0.1256
H: -1.01827 -0.91617 -1.56683  0.1173
H: 0.43613 -1.21910 -2.42991  0.0073
H: 1.19784 -0.28814 1.19829  0.1383
H: 1.40058 1.34105 0.75080  0.0816
H: -0.41184 1.23649 2.02866  0.0238

charge of number 1 (C28H40AuN2O2P2)? +1

F_max of number 3 (C4H6FN3)? 2.42 eV Å⁻¹

Which value of F_max does entry 3 give? 2.42 eV Å⁻¹

The highest F_max belongs to which entry? C3H6Cl2O